(1)
The following is a DFT calculation (ωB97M-V/def2-TZVPD) of a cluster of 15 separate species, C6H41NO14 in total at a distorted geometry.

Cartesian coordinates (Å):
C (-0.143175, -1.480923, -0.853980)
N (0.296233, -0.291883, -1.565377)
C (0.323430, -0.202456, -3.036656)
C (1.290803, 0.993752, -3.304426)
C (0.904588, 2.308629, -2.660499)
C (0.478644, 3.379421, -3.308718)
C (-1.081292, 0.040994, -3.591811)
H (-0.408846, -1.326781, 0.200257)
H (-0.986951, -2.068878, -1.277717)
H (0.617971, -2.274252, -0.814031)
H (-0.099857, 0.520858, -1.115964)
H (0.845822, -1.097064, -3.406543)
H (2.260983, 0.730436, -2.893871)
H (1.452708, 1.099769, -4.380490)
H (0.915336, 2.325853, -1.570380)
H (0.225915, 4.304433, -2.809525)
H (0.395026, 3.406133, -4.394187)
H (-1.273020, 1.065286, -3.922721)
H (-1.756925, -0.130334, -2.771440)
H (-1.217057, -0.636670, -4.424042)
H (-1.954062, -1.382615, 3.292236)
H (-0.638432, -0.594657, 3.092645)
O (-1.503592, -0.788588, 2.675863)
H (4.018093, -2.353600, -3.404507)
H (3.683535, -3.198799, -2.176206)
O (4.153494, -3.226347, -3.022364)
H (-2.981475, 1.500133, 0.570293)
H (-2.095680, 0.139670, 1.321251)
O (-2.458881, 0.668526, 0.584994)
H (-3.439352, 5.136253, -0.239970)
H (-3.896886, 3.877830, -0.954151)
O (-3.393172, 4.693683, -1.086473)
H (3.142748, -3.481196, -0.220862)
H (3.514488, -1.854040, 0.003914)
O (3.763270, -2.745363, -0.271530)
H (1.116295, -5.441403, 1.250731)
H (1.546694, -4.163576, 1.968370)
O (1.564668, -4.603258, 1.111955)
H (-3.230001, -0.729414, -0.171898)
H (-4.011401, -0.985160, -1.516340)
O (-3.850721, -1.329075, -0.638342)
H (2.347377, -1.758203, 1.233330)
H (3.562030, -2.152118, 2.128161)
O (2.699961, -1.710108, 2.126405)
H (0.932769, 0.872801, 1.609726)
H (2.440670, 0.519727, 1.739141)
O (1.695029, 0.940828, 2.198443)
H (-3.435749, 3.064897, 1.478414)
H (-4.898486, 2.647804, 1.120616)
O (-4.050101, 2.901892, 0.754940)
H (-1.442692, 0.024863, 5.784928)
H (-0.673277, -1.182942, 5.385803)
O (-1.578127, -0.844721, 5.405120)
H (3.136086, 0.599280, -0.756991)
H (1.888016, -0.332700, -0.668723)
O (2.750869, -0.105245, -0.230161)
H (-1.468694, 2.419080, 2.563854)
H (-1.431231, 3.420366, 3.642662)
O (-2.075806, 2.902760, 3.138745)
H (1.545596, -1.324746, 3.516735)
H (1.091203, 0.082307, 3.569596)
O (0.874596, -0.791124, 3.991744)

Force components x, y, z for each atom (eV/Å):
-0.6 -1.8 -0.3
0.7 -0.5 1.3
0.7 1.4 1.2
0.0 0.0 -0.2
-0.5 -0.6 -0.2
0.1 0.3 -0.4
0.6 -0.2 -0.3
0.0 0.6 -0.3
0.0 0.8 0.0
0.4 0.3 -0.2
-0.4 0.1 -0.4
-0.5 0.1 0.0
0.3 -0.3 0.0
-0.2 0.2 0.0
0.2 0.1 -0.1
-0.1 -0.1 0.2
0.1 -0.1 0.1
0.4 -0.1 0.0
-0.6 -0.4 0.0
-0.6 -0.1 -0.2
0.1 0.5 0.0
-0.4 -0.6 0.2
0.1 0.0 -0.7
0.0 -0.1 0.0
0.4 0.3 -0.1
-0.2 -0.1 -0.3
0.2 -1.0 1.0
-0.7 0.9 0.9
0.8 -0.1 -1.7
-0.1 0.0 0.2
0.3 0.3 0.1
0.0 0.0 -0.7
-0.6 0.6 0.7
-0.6 -0.2 -0.5
1.2 -0.6 -0.4
0.0 -0.1 -0.1
0.0 0.1 0.0
0.1 0.2 0.0
-0.5 0.2 -0.5
0.1 0.3 -0.1
0.1 -0.5 0.4
0.0 -0.2 0.2
-0.3 0.0 -0.3
0.2 -0.2 0.7
0.4 0.0 -0.2
-0.4 0.0 -0.1
-0.2 0.7 0.0
-0.1 0.3 0.6
-0.1 -0.1 0.3
0.0 -0.2 -0.3
-0.3 0.3 0.0
0.0 -0.1 -0.2
0.1 -0.2 0.5
0.0 0.0 -0.1
0.0 0.6 -0.5
0.0 -0.3 0.3
-0.3 -0.4 -0.2
-0.5 0.2 0.1
0.7 0.1 -0.2
-0.4 0.0 0.3
0.1 -0.6 0.5
0.6 0.5 -0.3

Calculated values
HOMO = -9.293 eV
DFT total energy = -1361.27047 hartree
ΔE to the lowest compared entry with this formula, charge and spin = 74.13 kcal/mol
LUMO = -0.1 eV
Maximum force = 2.0 eV/Å

---

(2)
The following is a DFT calculation (ωB97M-V/def2-TZVPD) of a cluster of 7 separate species, C18H40N4O16S3 in total at a distorted geometry.

Cartesian coordinates (Å):
C (1.238696, -2.784544, 3.332619)
C (2.112536, -3.996174, 3.004299)
O (2.989736, -3.997494, 2.114469)
N (1.786126, -5.085674, 3.704789)
C (2.371376, -6.337614, 3.806659)
H (1.191046, -2.028034, 2.549339)
H (1.680206, -2.429344, 4.263749)
H (0.267236, -3.099064, 3.713989)
H (0.918826, -5.067284, 4.222029)
H (3.194056, -6.456484, 3.101559)
H (1.662726, -7.126194, 3.553549)
H (2.555736, -6.696904, 4.819099)
C (1.789916, -3.120164, -3.614841)
C (2.757396, -2.196014, -2.913511)
O (3.200986, -1.247274, -3.419521)
N (3.227516, -2.693054, -1.763201)
C (4.236116, -2.186864, -0.849401)
H (1.673976, -4.096454, -3.144181)
H (2.067676, -3.115424, -4.668851)
H (0.830296, -2.609424, -3.534981)
H (2.769516, -3.505294, -1.375121)
H (3.766096, -2.088364, 0.129099)
H (4.547526, -1.170854, -1.091981)
H (5.095996, -2.855744, -0.885571)
C (1.629246, 9.180536, 1.291999)
C (1.012786, 8.368586, 0.208569)
O (1.310226, 8.632256, -0.946461)
N (0.445976, 7.241836, 0.605839)
C (0.297146, 6.022136, -0.261261)
H (2.250016, 9.932776, 0.805289)
H (2.177046, 8.527776, 1.971639)
H (0.875166, 9.548786, 1.987599)
H (0.122996, 7.192876, 1.561559)
H (0.147046, 5.127796, 0.343489)
H (1.174846, 5.906136, -0.897091)
H (-0.530914, 6.052066, -0.969441)
C (-1.866104, -1.878884, -2.460661)
C (-1.348854, -3.287784, -1.976491)
O (-0.329054, -3.341084, -1.320421)
N (-1.872194, -4.388204, -2.531511)
C (-1.622564, -5.725714, -2.157931)
H (-2.070684, -1.227854, -1.610721)
H (-2.660574, -1.893804, -3.206771)
H (-0.927424, -1.479104, -2.844281)
H (-2.722514, -4.413164, -3.075971)
H (-0.988484, -5.788504, -1.273571)
H (-1.322754, -6.306134, -3.030481)
H (-2.566384, -5.906774, -1.643631)
C (-2.218544, 1.545566, 4.781589)
C (-2.101264, 0.733566, 3.504249)
O (-2.547194, -0.515184, 3.733289)
S (-2.883004, -0.812064, 5.310609)
O (-2.321184, -2.017204, 5.851019)
O (-4.308434, -0.541184, 5.474569)
O (-1.958054, 0.539696, 5.655849)
H (-3.228204, 1.909366, 4.972199)
H (-1.486704, 2.353106, 4.761719)
H (-1.091514, 0.625586, 3.108199)
H (-2.620604, 1.134896, 2.634009)
C (2.028216, 0.224826, -0.397861)
C (0.623886, -0.328884, -0.507741)
O (-0.031014, 0.219916, 0.555079)
S (0.270136, 1.816686, 0.619379)
O (0.185006, 2.333116, 1.962879)
O (-0.436274, 2.536716, -0.445851)
O (1.845276, 1.569026, 0.134219)
H (2.610896, 0.032106, -1.298661)
H (2.397196, -0.295174, 0.486189)
H (0.704786, -1.413754, -0.439781)
H (0.106166, -0.021584, -1.416381)
C (-2.778914, 2.691656, -2.735791)
C (-3.978354, 2.985466, -3.668091)
O (-3.720414, 1.957276, -4.682911)
S (-2.074554, 2.069436, -5.088811)
O (-1.756004, 3.322426, -5.741321)
O (-1.615084, 0.743106, -5.650601)
O (-1.666044, 2.288286, -3.510871)
H (-3.108604, 1.907236, -2.054561)
H (-2.478014, 3.566126, -2.158841)
H (-4.009044, 3.897006, -4.264961)
H (-4.899814, 2.836046, -3.105351)

Force components x, y, z for each atom (eV/Å):
0.5 -0.8 0.9
0.7 0.4 -2.8
-1.1 0.2 1.7
-1.8 0.8 1.5
0.7 -2.8 -0.8
0.1 -0.2 0.2
0.3 0.7 -0.2
-0.3 0.0 -0.6
0.1 0.6 0.0
0.2 0.1 0.5
-0.4 0.0 -0.8
0.9 0.8 0.3
-0.8 0.8 0.1
-0.5 -4.6 1.0
1.5 4.9 -2.2
-0.3 -1.0 2.0
-0.3 0.7 -0.3
0.2 0.0 -0.3
0.0 -0.4 0.1
-0.2 -0.2 -0.2
-0.1 0.1 -0.3
0.4 -0.5 0.2
0.1 -0.2 -0.5
0.0 0.2 0.4
-0.5 0.3 1.1
2.2 0.6 -1.0
-0.6 -0.3 -0.4
-1.6 -2.7 -0.3
-0.1 0.9 0.1
-0.2 0.1 0.5
0.6 -0.1 -0.4
-0.1 0.8 -0.2
0.2 -0.2 -0.2
0.2 0.3 0.2
0.2 0.1 0.3
-0.2 0.4 0.2
0.9 -1.3 0.6
0.0 1.5 -1.4
0.3 -0.1 1.1
-1.0 1.0 -1.2
-0.2 -0.3 2.0
-0.4 -0.3 0.1
0.1 0.1 0.1
-0.3 0.2 -0.6
0.1 1.3 0.0
0.9 0.1 -0.6
-0.2 -0.4 0.5
-0.3 -1.7 -0.6
-0.8 0.4 -2.2
1.1 2.6 -2.7
-1.8 -4.5 1.4
-1.0 2.3 -1.1
-0.1 1.6 -0.9
2.5 -0.4 0.1
0.2 -3.0 4.2
0.0 0.4 -0.3
0.1 -0.3 0.6
0.4 0.4 0.7
-0.5 0.3 0.2
-1.0 -0.6 1.6
1.3 -0.7 -2.4
-2.1 1.9 2.9
1.1 0.2 -2.2
0.3 -1.0 -1.4
1.1 -1.5 2.0
-1.2 1.2 -0.1
0.1 1.0 0.1
0.8 -0.2 -0.4
-0.6 0.0 0.1
0.2 -0.2 -0.3
-0.8 1.3 0.4
1.5 -0.8 -0.8
1.1 -0.2 -0.9
-0.2 -2.0 0.0
-0.7 -1.9 0.4
-1.7 4.5 2.2
0.3 -0.8 -1.4
0.4 -0.2 -0.1
0.0 -0.1 0.0
0.2 0.4 0.7
-0.1 -0.4 -0.6

Calculated values
HOMO = -9.439 eV
SMILES string = O=S1(=O)OCCO1.O=S1(=O)OCCO1.O=S1(=O)OCCO1.CNC(C)=O.CNC(C)=O.CNC(C)=O.CNC(C)=O
DFT total energy = -3327.13437 hartree
ΔE to the lowest compared entry with this formula, charge and spin = 84.10 kcal/mol
LUMO = 0.1 eV
Maximum force = 5.6 eV/Å

---

> Look up the LUMO of the first one.

-0.1 eV